Record 1
C4H10N2O in the gas phase, computed with ωB97M-V with the def2-TZVPD basis set.

Last column: Mulliken charge in e.
Atoms and positions in Å:
1 C -0.65562 2.00052 0.42575  -0.89
2 N -0.36414 0.83981 1.25178  -0.35
3 C 0.81817 -0.00139 1.13083  -0.53
4 C 0.69014 -1.19015 0.11735  -0.54
5 N -0.14920 -0.76928 -0.97863  -0.13
6 C -0.26648 -1.60428 -2.09376  -0.10
7 O -0.81126 -2.67886 -2.07139  -0.47
8 H -0.03866 2.89481 0.63334  0.31
9 H -0.41094 1.73015 -0.61115  0.31
10 H -1.70490 2.27125 0.53542  0.30
11 H -0.63685 1.09814 2.18593  0.23
12 H 1.60067 0.67614 0.76743  0.24
13 H 1.00763 -0.43017 2.10386  0.42
14 H 0.19259 -2.00065 0.68453  0.28
15 H 1.65907 -1.50681 -0.24977  0.34
16 H -0.96530 -0.20651 -0.79103  0.20
17 H 0.03507 -1.12272 -3.04052  0.38

The highest occupied orbital energy comes out at -8.52 eV. As for the total charge: 0. Its SMILES is CNCCNC=O. The value obtained for the HOMO-LUMO gap is 0.3480 hartree. For the LUMO energy, the calculation gives 0.0350 Ha.

---

Record 2
C4H10N2O in the gas phase, computed with ωB97M-V with the def2-TZVPD basis set.

Last column: Mulliken charge in e.
Atoms and positions in Å:
1 C 0.77010 0.95146 1.51752  -1.42
2 C -0.43627 0.59259 0.62843  0.32
3 C -1.17259 -0.56239 1.26816  -1.23
4 N 0.07886 0.40853 -0.76791  -0.23
5 C 0.21860 -0.80432 -1.38955  0.49
6 N 0.90465 -0.70416 -2.63504  -0.47
7 O 0.00925 -1.93510 -1.00351  -0.61
8 H 0.44286 1.30771 2.48783  0.39
9 H 1.40175 0.06473 1.47095  0.35
10 H 1.29140 1.86880 1.18451  0.35
11 H -1.07282 1.47296 0.46741  0.31
12 H -2.25326 -0.45173 1.24022  0.30
13 H -0.87019 -0.74368 2.30541  0.36
14 H -0.84983 -1.52824 0.87893  0.33
15 H -0.13265 1.21564 -1.33584  0.30
16 H 1.14353 0.20128 -3.01673  0.21
17 H 0.52661 -1.35409 -3.30079  0.23

The highest occupied orbital energy comes out at -9.72 eV. As for the total charge: 0. Its SMILES is CC(C)NC(N)=O. The value obtained for the HOMO-LUMO gap is 0.3847 hartree. For the LUMO energy, the calculation gives 0.0276 Ha.

---

Record 3
2 unconnected molecules or ions with the total composition C4H10N2O, computed with ωB97M-V with the def2-TZVPD basis set.

Last column: Mulliken charge in e.
Atoms and positions in Å:
1 C -2.61130 0.85967 -0.01769  -1.00
2 C -1.21531 1.34282 0.27305  0.67
3 O -0.85159 2.49698 0.21417  -0.64
4 N -0.34519 0.37128 0.65259  0.00
5 N -0.66214 -0.99202 0.62590  -0.62
6 H -3.03458 0.41441 0.87866  0.29
7 H -3.22242 1.69705 -0.33896  0.29
8 H -2.57996 0.09677 -0.79051  0.31
9 H 0.62194 0.65704 0.79460  0.24
10 H -0.04800 -1.48098 -0.02593  0.23
11 H -0.53807 -1.39931 1.55145  0.23
12 C 2.57789 -0.07424 -0.42420  -0.59
13 C 2.23860 -1.27870 -0.84145  -0.67
14 H 3.09914 0.07961 0.50781  0.31
15 H 2.36563 0.81048 -1.00212  0.30
16 H 2.46686 -2.16701 -0.27303  0.30
17 H 1.73850 -1.43384 -1.78432  0.34

The highest occupied orbital energy comes out at -9.55 eV. As for the total charge: 0. Its SMILES is CC(=O)NN.C=C. The value obtained for the HOMO-LUMO gap is 0.3835 hartree. For the LUMO energy, the calculation gives 0.0325 Ha.

---

Record 4
C4H10N2O in the gas phase, computed with ωB97M-V with the def2-TZVPD basis set.

Last column: Mulliken charge in e.
Atoms and positions in Å:
1 N -1.82372 1.31422 -0.64681  -0.58
2 C -0.92253 0.63361 0.33851  -0.71
3 C -0.03024 -0.39081 -0.35244  0.53
4 N -0.81641 -1.61829 -0.44030  -0.71
5 C 1.27272 -0.67976 0.42250  -0.74
6 C 2.24910 0.48585 0.67262  -0.09
7 O 2.32767 1.09910 1.69519  -0.45
8 H -2.73923 1.47779 -0.24062  0.22
9 H -1.54544 2.26129 -0.87573  0.22
10 H -0.25597 1.42093 0.67044  0.30
11 H -1.56431 0.01439 0.94861  0.45
12 H 0.13853 -0.23170 -1.45684  0.20
13 H -0.41933 -2.34845 -1.00529  0.20
14 H -1.79613 -1.45677 -0.60177  0.18
15 H 1.06575 -1.29506 1.30473  0.33
16 H 1.77249 -1.27103 -0.35611  0.33
17 H 3.08706 0.58468 -0.07669  0.30

The highest occupied orbital energy comes out at -9.01 eV. As for the total charge: 0. Its SMILES is NC[C@H](N)CC=O. The value obtained for the HOMO-LUMO gap is 0.3654 hartree. For the LUMO energy, the calculation gives 0.0343 Ha.

---

Record 5
C4H10N2O in the gas phase, computed with ωB97M-V with the def2-TZVPD basis set.

Last column: Mulliken charge in e.
Atoms and positions in Å:
1 C -1.43930 0.82017 0.66874  -1.24
2 C 0.00553 0.74357 0.05205  0.70
3 C 0.24250 1.83591 -0.98146  -1.55
4 N 0.36681 -0.59316 -0.43085  -0.40
5 C 0.39604 -1.64152 0.45336  0.49
6 N 1.10798 -2.78576 0.09524  -0.44
7 O -0.20808 -1.60932 1.51080  -0.62
8 H -2.00289 1.59627 0.13984  0.41
9 H -1.96072 -0.12515 0.55352  0.33
10 H -1.37256 1.13715 1.70426  0.24
11 H 0.60066 0.88946 0.96829  0.16
12 H 1.26611 2.19854 -0.95462  0.37
13 H -0.36551 2.71878 -0.71056  0.44
14 H -0.09000 1.54678 -1.97383  0.37
15 H 1.13976 -0.50195 -1.07607  0.24
16 H 1.64216 -2.77950 -0.74139  0.19
17 H 0.67150 -3.45025 0.72267  0.28

The highest occupied orbital energy comes out at -9.55 eV. As for the total charge: 0. Its SMILES is CC(C)NC(N)=O. The value obtained for the HOMO-LUMO gap is 0.3811 hartree. For the LUMO energy, the calculation gives 0.0302 Ha.

---

Record 6
C4H10N2O in the gas phase, computed with ωB97M-V with the def2-TZVPD basis set.

Last column: Mulliken charge in e.
Atoms and positions in Å:
1 N -0.74269 -0.53449 2.31324  -0.59
2 C -0.64807 -0.87188 0.91345  -0.72
3 C 0.26585 0.14853 0.18049  0.31
4 N -0.36599 1.45784 0.00640  -0.76
5 C 0.69807 -0.35120 -1.23246  -0.75
6 C 0.97074 0.83393 -2.13332  -0.03
7 O 0.72034 0.75173 -3.31511  -0.51
8 H 0.14047 -0.85229 2.70633  0.21
9 H -1.43602 -0.98621 2.89315  0.23
10 H -0.14173 -1.81183 0.60506  0.26
11 H -1.65875 -0.97616 0.49420  0.43
12 H 1.10607 0.22171 0.89070  0.30
13 H -0.75472 1.76086 0.90620  0.30
14 H -1.25792 1.35439 -0.48011  0.24
15 H 1.66163 -0.89159 -1.20360  0.36
16 H 0.01579 -1.05101 -1.72392  0.30
17 H 1.42691 1.79768 -1.82071  0.42

The highest occupied orbital energy comes out at -9.15 eV. As for the total charge: 0. Its SMILES is NC[C@H](N)CC=O. The value obtained for the HOMO-LUMO gap is 0.3686 hartree. For the LUMO energy, the calculation gives 0.0324 Ha.

---

Record 7
C4H10N2O in the gas phase, computed with ωB97M-V with the def2-TZVPD basis set.

Last column: Mulliken charge in e.
Atoms and positions in Å:
1 C -0.78707 -1.86823 -0.57209  -1.62
2 C -0.04920 -0.54171 -0.35302  0.38
3 C 0.80976 -0.56090 1.01969  -0.67
4 N 2.05479 -1.42616 0.78033  -0.66
5 N -1.03334 0.54263 -0.42264  -0.16
6 C -1.00982 1.91862 -0.54306  0.06
7 O -0.02981 2.61975 -0.16797  -0.56
8 H -0.13013 -2.68114 -0.72326  0.44
9 H -1.39974 -2.01336 0.27338  0.46
10 H -1.55578 -1.77755 -1.40366  0.37
11 H 0.81206 -0.43494 -1.03773  0.27
12 H 0.22269 -0.70981 1.97076  0.30
13 H 1.14368 0.53555 1.23114  0.33
14 H 2.49067 -1.36321 1.75718  0.30
15 H 1.68059 -2.47654 0.87295  0.24
16 H -1.97760 0.18266 -0.34464  0.25
17 H -1.98016 2.27844 -1.06529  0.28

The highest occupied orbital energy comes out at -9.60 eV. As for the total charge: 0. Its SMILES is C[C@H](CN)NC=O. The value obtained for the HOMO-LUMO gap is 0.3821 hartree. For the LUMO energy, the calculation gives 0.0293 Ha.

---

Record 8
C4H10N2O in the gas phase, computed with ωB97M-V with the def2-TZVPD basis set.

Last column: Mulliken charge in e.
Atoms and positions in Å:
1 C 1.27838 0.59790 1.21178  -1.66
2 C 0.31933 0.74170 0.02325  0.29
3 C -1.10766 0.42573 0.50016  -0.71
4 N -1.96722 0.44209 -0.74681  -0.70
5 N 0.69248 -0.25387 -1.13832  -0.32
6 C 1.03481 -1.57137 -0.81107  0.02
7 O 1.14148 -2.09603 0.29627  -0.53
8 H 1.03609 1.27681 1.93435  0.49
9 H 1.33286 -0.34995 1.57365  0.45
10 H 2.31362 0.74851 0.95410  0.39
11 H 0.26641 1.69505 -0.48731  0.34
12 H -1.41968 1.21131 1.09512  0.49
13 H -1.24403 -0.54140 0.98010  0.30
14 H -1.88237 -0.47311 -1.23663  0.23
15 H -2.95063 0.29229 -0.43339  0.25
16 H 0.17171 -0.02119 -1.93440  0.33
17 H 0.98443 -2.12448 -1.78085  0.33

The highest occupied orbital energy comes out at -9.68 eV. As for the total charge: 0. Its SMILES is C[C@H](CN)NC=O. The value obtained for the HOMO-LUMO gap is 0.3903 hartree. For the LUMO energy, the calculation gives 0.0345 Ha.

---

Record 9
C4H10N2O in the gas phase, computed with ωB97M-V with the def2-TZVPD basis set.

Last column: Mulliken charge in e.
Atoms and positions in Å:
1 C 2.24466 1.09110 -0.02699  -0.81
2 N 1.25611 0.31565 -0.75497  -0.50
3 N -0.03861 0.28094 0.00124  0.17
4 C -1.50709 1.13000 -0.32015  0.18
5 O -2.03576 1.74808 0.56446  -0.60
6 C -1.05843 -0.64986 -0.38670  -0.46
7 C -1.30977 -1.77030 0.59043  -1.21
8 H 3.18918 1.04846 -0.56894  0.33
9 H 1.90882 2.12642 0.02012  0.29
10 H 2.42915 0.74162 1.00320  0.30
11 H 1.55979 -0.66097 -0.82282  0.24
12 H 0.10538 0.29313 1.01448  0.34
13 H -1.56854 1.37498 -1.39088  0.35
14 H -1.00369 -0.88030 -1.44487  0.43
15 H -2.16825 -2.35644 0.25869  0.34
16 H -0.45877 -2.45735 0.68213  0.28
17 H -1.54418 -1.37514 1.58156  0.33

The highest occupied orbital energy comes out at -7.58 eV. As for the total charge: 0. Its SMILES is CN[N@H+]1[C@H]([O-])[C@@H]1C. The value obtained for the HOMO-LUMO gap is 0.3079 hartree. For the LUMO energy, the calculation gives 0.0294 Ha.

---

Record 10
2 unconnected molecules or ions with the total composition C4H10N2O, computed with ωB97M-V with the def2-TZVPD basis set.

Last column: Mulliken charge in e.
Atoms and positions in Å:
1 C 2.59227 -0.46207 -0.28076  -0.90
2 N 1.29771 0.04484 0.06036  -0.23
3 C 1.20041 1.15649 0.67345  0.00
4 O 0.16406 1.57208 1.39028  -0.48
5 H 3.41407 0.06114 0.22699  0.34
6 H 2.63909 -1.52144 -0.02349  0.25
7 H 2.73534 -0.36670 -1.36007  0.28
8 H 2.08844 1.75439 0.93587  0.29
9 H -0.63034 1.01844 1.16700  0.51
10 C -2.37308 0.79428 -0.69501  -0.32
11 N -1.72491 0.09273 0.13447  -0.36
12 C -1.52289 -1.30426 -0.04998  -0.69
13 H -2.96607 0.35012 -1.50057  0.25
14 H -2.55002 1.83517 -0.46039  0.26
15 H -2.02181 -1.71431 -0.93699  0.34
16 H -1.89240 -1.81760 0.84136  0.26
17 H -0.44986 -1.49331 -0.12252  0.18

The highest occupied orbital energy comes out at -9.18 eV. As for the total charge: 0. Its SMILES is C/N=C/O.C=NC. The value obtained for the HOMO-LUMO gap is 0.3764 hartree. For the LUMO energy, the calculation gives 0.0391 Ha.

---

Record 11
C4H10N2O2 in the gas phase, computed with ωB97M-V with the def2-TZVPD basis set.

Last column: Mulliken charge in e.
Atoms and positions in Å:
1 O -1.86927 -2.51371 -0.01671  -0.53
2 C -2.57279 -1.54151 0.14686  -0.02
3 N -2.15287 -0.25076 -0.01608  -0.13
4 C -0.88553 0.04113 -0.66530  -0.45
5 C 0.04267 0.82242 0.25986  -0.63
6 N 1.27437 1.20573 -0.39094  -0.27
7 C 2.37361 0.29538 -0.30635  -0.36
8 O 2.73130 -0.11246 1.02448  -0.55
9 H -3.64111 -1.67177 0.35601  0.37
10 H -2.61696 0.46993 0.51009  0.24
11 H -0.42261 -0.91373 -0.90125  0.32
12 H -1.05489 0.58583 -1.58933  0.23
13 H 0.15492 0.27141 1.20376  0.21
14 H -0.48188 1.73312 0.57440  0.42
15 H 1.55194 2.12943 -0.08484  0.26
16 H 2.17088 -0.60556 -0.88490  0.28
17 H 3.28206 0.79584 -0.63477  0.31
18 H 2.11615 -0.74074 1.41499  0.31

The highest occupied orbital energy comes out at -9.51 eV. As for the total charge: 0. Its SMILES is O=CNCCNCO. The value obtained for the HOMO-LUMO gap is 0.3765 hartree. For the LUMO energy, the calculation gives 0.0272 Ha.

---

Record 12
A molecular structure, C4H10N2O2, computed with ωB97M-V with the def2-TZVPD basis set.

Last column: Mulliken charge in e.
Atoms and positions in Å:
1 C -1.36889 0.92128 0.80458  -1.38
2 N -0.21736 -0.96140 -0.40948  -0.02
3 C -0.50599 0.55704 -0.39111  0.88
4 N -1.37811 -1.79159 -0.30912  -0.70
5 O -0.66351 1.12640 -1.47988  -0.73
6 H 0.22223 -1.12218 -1.31405  0.28
7 H -1.43582 -2.14320 0.64013  0.21
8 H -1.31298 -2.57950 -0.94367  0.24
9 H -2.39344 0.60236 0.60938  0.38
10 H -1.02165 0.45427 1.72740  0.30
11 H -1.38031 2.00447 0.90774  0.39
12 C 1.45530 0.86003 0.06742  -0.13
13 C 1.64539 -0.42194 0.57602  -0.44
14 O 1.98554 1.12180 -1.18649  -0.55
15 H 1.23164 1.42215 -1.73641  0.39
16 H 1.37164 1.70132 0.75242  0.38
17 H 2.25731 -1.14354 0.05327  0.23
18 H 1.50902 -0.60779 1.63186  0.27

The highest occupied orbital energy comes out at -8.04 eV. As for the total charge: 0. The value obtained for the HOMO-LUMO gap is 0.3035 hartree. For the LUMO energy, the calculation gives 0.0081 Ha.

---

Record 13
A molecular structure, C4H10N2O2, computed with ωB97M-V with the def2-TZVPD basis set.

Last column: Mulliken charge in e.
Atoms and positions in Å:
1 N -1.30109 -1.28241 -2.35600  -0.62
2 C -1.40757 -0.32050 -1.23079  -0.79
3 C -1.18827 -0.34926 0.41355  0.06
4 N 0.24560 -0.28767 0.61333  0.04
5 C 0.73341 0.94888 1.11810  -0.42
6 C 2.25142 0.81484 0.79589  -0.52
7 O 2.65022 -0.39524 1.19952  -0.63
8 O -1.82098 0.57360 1.06821  -0.66
9 H -0.69047 -2.06407 -2.08513  0.27
10 H -0.70881 0.44273 -1.54766  0.36
11 H -2.29138 0.30129 -1.32071  0.48
12 H -1.94916 -1.50549 -1.35714  0.38
13 H -1.46156 -1.38121 0.70816  0.39
14 H 0.17663 1.72821 0.58368  0.36
15 H 0.52768 1.09234 2.18222  0.35
16 H 2.24071 0.86083 -0.31385  0.25
17 H 2.87897 1.66824 1.11969  0.38
18 H 1.11467 -0.84514 0.40893  0.33

The highest occupied orbital energy comes out at -8.66 eV. As for the total charge: 0. The value obtained for the HOMO-LUMO gap is 0.1744 hartree. For the LUMO energy, the calculation gives -0.1438 Ha.

---

Record 14
C4H10N2O2 in the gas phase, computed with ωB97M-V with the def2-TZVPD basis set.

Last column: Mulliken charge in e.
Atoms and positions in Å:
1 C -1.07791 -0.88607 -1.10150  -1.53
2 C -0.49009 -0.35684 0.20776  1.48
3 C -1.57149 -0.23729 1.28218  -1.55
4 N 0.59075 -1.22630 0.71942  -0.72
5 O 0.08198 0.92374 -0.01136  -0.43
6 C 1.45469 0.79204 -0.45983  0.57
7 N 2.02272 2.02618 -0.32078  -0.44
8 O 1.95073 -0.03480 -1.20200  -0.56
9 H -1.82983 -0.18006 -1.47133  0.36
10 H -1.55458 -1.86352 -0.97712  0.38
11 H -0.32402 -0.95263 -1.89131  0.33
12 H -2.07236 -1.19402 1.46566  0.34
13 H -1.15214 0.12787 2.22651  0.37
14 H -2.32347 0.49876 0.97941  0.37
15 H 0.93957 -0.90197 1.61754  0.22
16 H 1.20856 -1.59410 -0.00716  0.31
17 H 1.42315 2.79083 -0.04938  0.24
18 H 2.72373 2.26818 -1.00670  0.27

The highest occupied orbital energy comes out at -9.06 eV. As for the total charge: 0. Its SMILES is CC(C)(N)OC(N)=O. The value obtained for the HOMO-LUMO gap is 0.3624 hartree. For the LUMO energy, the calculation gives 0.0294 Ha.

---

Record 15
C4H10N2O2 in the gas phase, computed with ωB97M-V with the def2-TZVPD basis set.

Last column: Mulliken charge in e.
Atoms and positions in Å:
1 C 0.26394 1.88748 0.04782  -0.39
2 O 0.95454 0.83247 0.67345  -0.42
3 C 1.05321 -0.31894 -0.22548  0.42
4 C 2.42636 -0.97571 -0.34024  -1.48
5 O 0.27225 -1.29930 0.36555  -0.33
6 C -1.07719 -0.97385 0.51841  0.07
7 N -1.76590 -0.22965 -0.38350  -0.23
8 N -3.21289 -0.34540 -0.24293  -0.70
9 H -0.75795 1.30399 -0.22452  0.30
10 H 0.10805 2.63264 0.80949  0.26
11 H 0.92377 2.40271 -0.82359  0.17
12 H 0.67679 0.03152 -1.24042  0.39
13 H 2.69720 -1.18794 0.71262  0.35
14 H 2.50369 -2.03855 -0.68353  0.33
15 H 3.14262 -0.30165 -0.68566  0.36
16 H -1.50043 -1.77407 1.22873  0.34
17 H -3.25025 0.75330 -0.43046  0.30
18 H -3.45781 -0.39905 0.92427  0.27

The highest occupied orbital energy comes out at -8.99 eV. As for the total charge: 0. Its SMILES is CO[C@@H](C)O/C=N/N. The value obtained for the HOMO-LUMO gap is 0.3578 hartree. For the LUMO energy, the calculation gives 0.0275 Ha.